Entry 1:
43
Properties=species:S:1:pos:R:3:nbo_charge:R:1 method="wB97M-V/def2-TZVPD" gap_ev=7.11 homo_energy_ev=-22.763 lumo_ev=-15.6 charge=+4
Ti 0.4137 -0.2954 0.4681 1.632
N -0.7292 -1.5141 1.8357 -0.881
C -1.7604 -0.6572 2.5328 -0.251
C -2.3873 0.2577 1.5063 -0.251
N -1.3316 0.9585 0.6690 -0.681
C -0.9348 2.3154 1.2042 -0.242
C 0.0864 2.1528 2.3023 -0.251
N 1.1456 1.1997 1.7947 -0.861
H -1.2058 -2.2909 1.3767 0.429
H -0.1422 -1.9686 2.5432 0.439
H -1.2589 -0.1215 3.3354 0.234
H -2.5180 -1.2884 2.9993 0.290
H -3.0314 0.9989 1.9819 0.280
H -3.0122 -0.3122 0.8171 0.231
H -1.7707 1.1475 -0.2316 0.435
H -1.8169 2.8556 1.5508 0.280
H -0.5121 2.8739 0.3667 0.227
H -0.3331 1.7380 3.2153 0.241
H 0.5445 3.1064 2.5657 0.288
H 1.6739 0.8170 2.5874 0.458
H 1.8557 1.7392 1.2876 0.445
N -1.3508 -1.8018 -1.3794 -0.634
N -0.6212 -2.9491 -1.7679 -0.386
C 0.6430 -3.0891 -1.3822 0.652
N 1.4091 -4.0651 -1.7803 -0.667
N 1.0312 -2.0995 -0.4790 -0.489
N 2.3108 -1.7579 -0.3361 0.646
O 3.2781 -2.1720 -0.8287 -0.108
O 2.2957 -0.6702 0.4531 -0.509
H -2.2360 -2.1269 -0.9887 0.412
H -1.5935 -1.2919 -2.2302 0.411
H -1.0559 -3.6295 -2.3877 0.458
H 1.0768 -4.7624 -2.4436 0.475
H 2.3607 -4.1896 -1.4524 0.473
C -0.4422 2.2390 -2.7468 -0.837
Te 1.0934 0.9284 -2.0842 0.791
C 2.5362 2.4165 -1.5886 -0.819
H -0.5689 3.0509 -2.0352 0.254
H -1.3629 1.6829 -2.9076 0.256
H -0.0872 2.6270 -3.7024 0.306
H 2.8423 2.8174 -2.5558 0.302
H 3.3837 1.9358 -1.1046 0.271
H 2.0827 3.1949 -0.9803 0.252

=====

Entry 2:
63
Properties=species:S:1:pos:R:3:nbo_charge:R:1 method="wB97M-V/def2-TZVPD" gap_ev=7.27 homo_energy_ev=-4.088 lumo_ev=3.2 charge=-1
C 4.1892 -1.7841 0.4216 -0.615
C 3.9137 -0.5704 1.3958 -0.394
C 2.8389 0.3981 0.7582 -0.413
C 1.9594 1.0781 1.8539 -0.408
C 1.5692 2.5647 1.5265 -0.395
C 0.0994 2.6771 1.0054 -0.401
C -0.9653 2.2700 2.1031 -0.409
C -1.8158 1.0515 1.5934 -0.416
C -1.4377 -0.3012 2.3165 -0.422
C -0.7679 -1.3634 1.3841 0.103
O -0.1091 -0.9056 0.2367 -0.766
B 0.1359 -2.0544 -0.7107 0.642
C -0.7509 -1.6898 -2.0611 -0.682
C 0.0856 -1.3076 -3.3401 -0.385
C 1.0335 -0.0734 -3.1699 -0.407
C 0.4119 1.1543 -2.4288 -0.413
C 0.2581 2.4412 -3.3230 -0.216
N 0.5902 3.6109 -2.4638 -0.843
O -0.6643 -3.1476 -0.0367 -0.742
C -1.5746 -2.6481 0.9175 0.111
C -2.9978 -2.4728 0.3182 -0.445
C -4.1062 -2.0615 1.3526 -0.216
N -4.7488 -0.8279 0.8677 -0.857
H 3.9009 -1.5281 -0.6185 0.212
H 5.2561 -2.0855 0.4397 0.184
H 3.5939 -2.6716 0.7269 0.219
H 3.5008 -0.9532 2.3510 0.195
H 4.8860 -0.0566 1.5440 0.182
H 2.2578 -0.2146 0.0408 0.250
H 3.4087 1.1448 0.1541 0.177
H 1.0519 0.4648 2.0040 0.229
H 2.5627 1.1004 2.7868 0.182
H 2.2247 2.9337 0.7090 0.193
H 1.7369 3.1888 2.4338 0.181
H -0.1088 3.6770 0.5723 0.201
H 0.0134 1.9508 0.1761 0.227
H -0.4610 2.0722 3.0709 0.192
H -1.6615 3.1303 2.2339 0.192
H -2.8874 1.2796 1.8150 0.183
H -1.7568 0.9318 0.4935 0.226
H -2.2970 -0.6837 2.9005 0.203
H -0.6662 -0.0251 3.0733 0.191
H 0.0448 -1.7895 2.0379 0.133
H 1.2889 -2.3634 -0.8943 -0.139
H -1.5194 -0.9022 -1.8962 0.176
H -1.3163 -2.6181 -2.3335 0.201
H -0.6051 -1.2169 -4.2151 0.168
H 0.7416 -2.1843 -3.5657 0.187
H 1.2802 0.2772 -4.2053 0.176
H 1.9979 -0.4112 -2.7393 0.205
H -0.5683 0.9617 -1.9610 0.225
H 1.1113 1.4185 -1.6024 0.208
H 0.8588 2.4041 -4.2565 0.156
H -0.8272 2.5427 -3.5501 0.179
H 1.5994 3.6454 -2.3667 0.346
H 0.2456 4.4727 -2.8712 0.345
H -1.6314 -3.2607 1.8481 0.143
H -3.2907 -3.4565 -0.1137 0.208
H -3.0460 -1.7587 -0.5279 0.217
H -3.7595 -2.0196 2.4069 0.159
H -4.8934 -2.8538 1.3195 0.167
H -4.0623 -0.1798 0.5030 0.365
H -5.3509 -0.4014 1.5592 0.347

=====

Entry 3:
20
Properties=species:S:1:pos:R:3:nbo_charge:R:1 method="wB97M-V/def2-TZVPD" gap_ev=10.07 homo_energy_ev=-9.147 smiles="CCC(C)=O.CN" lumo_ev=0.9 charge=0
C -1.9686 -1.5658 -0.0134 -0.618
C -1.2944 -0.3644 -0.6509 -0.505
C -0.7406 0.7152 0.4657 0.600
C -0.1976 1.9463 -0.2101 -0.748
O -1.2446 0.7204 1.5681 -0.568
H -2.6990 -1.2304 0.7216 0.226
H -2.4755 -2.1722 -0.7632 0.210
H -1.2382 -2.1912 0.4989 0.204
H -0.5147 -0.6203 -1.3699 0.209
H -2.0278 0.2155 -1.2152 0.218
H -0.0048 2.7248 0.5254 0.225
H 0.7455 1.6795 -0.6915 0.259
H -0.8694 2.3135 -0.9828 0.235
C 1.7508 -0.3759 0.7777 -0.396
N 2.3732 0.0101 -0.4707 -0.855
H 1.8876 0.4006 1.5277 0.205
H 2.1412 -1.3049 1.2066 0.179
H 0.6009 -0.5903 0.4817 0.199
H 3.2598 0.4786 -0.3294 0.361
H 2.5161 -0.7894 -1.0763 0.360

=====

Entry 4:
16
Properties=species:S:1:pos:R:3:nbo_charge:R:1 method="wB97M-V/def2-TZVPD" gap_ev=9.40 homo_energy_ev=-8.674 lumo_ev=0.7 charge=0
N 0.1238 -2.3499 -0.9746 -0.680
C -0.0191 -1.2004 -0.5487 0.518
C -1.1440 -0.2095 -0.6410 -0.482
C -0.9960 0.9532 0.3469 -0.393
C 0.4837 1.3169 0.5147 -0.463
C 1.2236 -0.0096 0.5964 0.180
O 0.6219 -0.9508 1.2787 -0.722
H 0.9832 -2.8675 -0.8605 0.395
H -1.1663 0.1409 -1.6806 0.231
H -2.0619 -0.7734 -0.4577 0.254
H -1.3827 0.6346 1.3165 0.230
H -1.5866 1.8096 0.0093 0.216
H 0.8684 1.9380 -0.3044 0.205
H 0.6321 1.8653 1.4527 0.233
H 2.3296 0.0519 0.6216 0.179
H 1.0903 -0.3493 -0.6694 0.097

=====

Entry 5:
12
Properties=species:S:1:pos:R:3:nbo_charge:R:1 method="wB97M-V/def2-TZVPD" gap_ev=9.15 homo_energy_ev=-8.061 lumo_ev=1.1 charge=0
N 2.0796 0.2753 0.0765 -0.869
C -0.0382 0.3417 -0.0617 0.335
C 0.9937 1.1608 -0.1717 -0.182
C -1.9331 0.4401 -0.1955 -0.354
C -1.7305 -0.8369 0.0936 -0.053
N -0.3339 -0.9665 0.2622 -0.677
H 2.5989 -0.1091 -0.6896 0.377
H 2.4924 0.2329 0.9894 0.379
H 1.0091 2.2512 -0.3690 0.216
H -3.0020 0.7750 -0.2896 0.229
H -2.3452 -1.7057 0.2624 0.192
H 0.2003 -1.8127 0.1339 0.406

=====

Entry 6:
19
Properties=species:S:1:pos:R:3:nbo_charge:R:1 method="wB97M-V/def2-TZVPD" gap_ev=8.79 homo_energy_ev=-7.709 smiles="CN/C=C/CCN" lumo_ev=1.1 charge=0
C -1.4684 -1.6806 -1.9404 -0.401
N -1.6839 -0.3962 -1.3399 -0.649
C -0.8693 -0.0078 -0.2721 0.002
C -0.4722 1.2125 0.0732 -0.269
C 0.7310 1.4994 0.9307 -0.441
C 1.8854 0.4991 0.8420 -0.217
N 1.7191 -0.6091 1.8000 -0.815
H -1.7101 -1.6355 -3.0029 0.206
H -0.3946 -1.8858 -1.9321 0.195
H -1.9621 -2.5269 -1.4511 0.174
H -2.4808 0.1847 -1.5280 0.385
H -0.5579 -0.8863 0.2909 0.162
H -1.0908 2.0487 -0.2401 0.196
H 0.4907 1.6159 1.9924 0.213
H 1.0868 2.4678 0.6733 0.215
H 1.9447 0.2024 -0.2105 0.168
H 2.8054 1.0126 1.1209 0.187
H 2.3785 -1.3055 1.4579 0.348
H 0.8002 -1.0052 1.6292 0.341

=====

Entry 7:
44
Properties=species:S:1:pos:R:3:nbo_charge:R:1 method="wB97M-V/def2-TZVPD" gap_ev=7.27 homo_energy_ev=-8.664 smiles="C#Cc1cc(N)cc2c1C(=O)c1c(OCC)ccc([C@H](Br)CC)c1C2=O" lumo_ev=-1.4 charge=0
C 1.6879 3.4560 4.1412 -0.227
C 2.2123 2.9898 3.0142 -0.047
C 2.6899 1.8953 1.9189 -0.040
C 4.1276 1.2203 2.1362 -0.196
C 4.7047 0.0920 1.1593 0.170
N 6.0433 -0.5477 1.4040 -0.848
C 3.7577 -0.3250 -0.0631 -0.215
C 2.3524 0.3760 -0.2926 -0.094
C 1.7847 1.5050 0.6918 -0.088
C 0.3321 2.1706 0.3693 0.525
O 0.1707 3.4081 0.6685 -0.486
C -0.7982 1.2572 -0.3454 -0.128
C -2.3733 1.4702 -0.1158 0.346
O -2.7668 2.5520 0.7319 -0.485
C -4.1808 2.5124 1.0696 -0.086
C -4.5485 1.4124 2.2272 -0.662
C -3.3223 0.4788 -0.8860 -0.291
C -2.7860 -0.6937 -1.8322 -0.187
C -1.2335 -0.9224 -2.0695 -0.020
C -0.6544 -2.1237 -3.0183 -0.282
Br -2.0672 -3.0793 -4.0409 0.008
C 0.2710 -3.1131 -2.1138 -0.426
C -0.3652 -4.5803 -1.8649 -0.635
C -0.2542 0.1020 -1.3170 -0.090
C 1.3601 -0.0121 -1.5225 0.537
O 1.9151 -0.4224 -2.5953 -0.538
H 1.2005 3.7962 5.1372 0.277
H 4.8137 1.4856 3.0310 0.252
H 6.0247 -1.5289 1.0721 0.379
H 6.7791 -0.0249 0.8925 0.386
H 4.1568 -1.1599 -0.7482 0.242
H -4.4225 3.5460 1.5566 0.209
H -4.8884 2.4459 0.1504 0.187
H -3.5708 1.0188 2.6999 0.236
H -5.1951 0.5461 1.8367 0.216
H -5.1718 1.9447 3.0595 0.222
H -4.4692 0.5898 -0.7977 0.237
H -3.5878 -1.3494 -2.3480 0.255
H 0.0126 -1.5839 -3.8066 0.271
H 1.3137 -3.1606 -2.6184 0.231
H 0.4284 -2.6362 -1.0749 0.220
H 0.2377 -5.0963 -1.0100 0.216
H -1.4629 -4.5492 -1.4909 0.224
H -0.2331 -5.2290 -2.8131 0.222